1.
7 unconnected molecules or ions with the total composition C28H46O14. Source: the Open Molecules 2025 dataset; level of theory: wB97M-V/def2-TZVPD.

## Properties
Kohn-Sham gap = 9.713 eV
LUMO = -0.03 eV
HOMO energy = -9.74 eV
SMILES string = CCOC(C)=O.CCOC(C)=O.O=C1CCCO1.O=C1CCCO1.O=C1CCCO1.O=C1CCCO1.O=C1CCCO1
M = 606.66 g/mol
relative energy (zero: lowest compared OMol25 entry of this formula, charge and spin) = 0.0 kJ/mol

```
! wB97M-V def2-TZVPD RIJCOSX def2/J DEFGRID3
* xyz 0 1
O 2.971 0.577 -3.848
C -2.619 2.237 3.831
C 0.502 -3.528 1.869
C -5.086 0.721 -2.156
C 2.329 -0.274 1.585
C 0.929 4.055 1.693
H -7.767 1.947 3.872
H 0.999 0.755 -3.641
H -2.923 3.252 4.088
H -3.274 2.108 -2.290
C 1.690 0.423 -4.416
H 2.611 -1.288 1.868
H -2.627 -0.696 -2.108
H -0.575 -4.510 3.297
O 4.292 -3.541 -1.431
H 4.954 2.723 -2.288
H 1.254 3.025 1.551
C -3.632 1.102 -2.511
H -3.423 0.863 5.272
H -0.825 -2.769 3.453
H 2.930 0.453 2.130
H -1.260 4.625 1.549
H 1.408 -3.920 2.332
C -2.868 0.224 -1.576
O -6.062 1.122 -2.699
H 6.074 -4.185 -2.406
C -5.961 1.288 4.988
C 0.105 0.150 1.094
C -7.218 1.984 4.812
O -1.153 -4.340 0.489
H 0.777 -2.489 1.687
C -3.844 -0.128 -0.439
H 5.267 0.979 -2.495
C 2.313 -0.065 0.090
C -0.693 -3.581 2.739
H 0.634 1.761 -5.794
H 0.499 0.256 -1.064
H 0.825 4.240 2.762
H -3.408 0.905 -3.559
O -0.122 5.624 0.294
H -2.709 2.020 2.767
H -1.676 2.034 4.339
C -0.405 4.379 0.920
C 4.737 1.843 -2.895
H 5.153 1.879 -3.902
H 2.559 4.443 0.338
C 3.048 -3.774 -2.011
H 2.977 -0.758 -0.428
C 1.999 4.953 1.122
H 5.774 -4.796 -0.806
C -3.671 1.224 4.274
O 1.015 0.090 2.061
O 2.519 2.487 -2.702
C 1.166 5.987 0.359
C 0.846 -0.319 -0.205
O -4.971 1.715 4.170
O 1.529 7.115 -0.059
O -5.745 0.454 5.836
H 2.386 -5.737 -2.468
H 5.074 -6.312 -3.015
C 1.597 1.255 -5.722
O -0.976 0.633 1.201
H 0.719 -1.395 -0.317
C 0.191 -4.316 0.603
H 3.236 -4.843 -3.896
H 4.263 -6.299 -1.413
O -5.120 -0.017 -1.055
H -6.970 3.039 4.927
C 5.281 -4.529 -1.741
H -3.633 -1.112 -0.019
O 2.153 -2.893 -1.981
H 2.735 5.332 1.832
C 4.463 -5.733 -2.323
C 3.167 -5.069 -2.832
C -1.744 -3.892 1.694
H 1.597 0.548 -6.552
H 0.457 -5.374 0.605
O -2.950 -3.685 1.798
H 2.365 2.009 -5.894
H -3.912 0.568 0.396
H -0.742 3.599 0.237
H 2.582 0.987 -0.009
H -3.682 0.372 3.595
H 1.616 -0.663 -4.472
H -8.000 1.804 5.550
C 3.262 1.662 -3.114
H 0.457 -3.765 -0.298
H -2.041 0.768 -1.118
*
```


2.
A molecular structure, C28H47BBaN7O6. Source: the Open Molecules 2025 dataset; level of theory: wB97M-V/def2-TZVPD.

## Properties
Kohn-Sham gap = 7.191 eV
LUMO = 2.08 eV
HOMO energy = -5.11 eV
M = 725.87 g/mol
relative energy (zero: lowest compared OMol25 entry of this formula, charge and spin) = 0.0 kJ/mol

```
! wB97M-V def2-TZVPD RIJCOSX def2/J DEFGRID3
* xyz -1 1
H 1.168 -0.747 2.934
H -3.057 -2.136 -1.462
H -0.929 2.575 -2.299
H -3.906 -2.142 -4.641
C 3.835 -1.019 1.160
H 2.945 1.684 -1.004
C 2.316 1.879 -1.872
N -2.529 -1.027 -3.520
H 5.706 -2.073 1.211
H -1.029 4.001 -0.740
N 3.236 -2.157 -2.662
C 2.280 -1.608 -2.287
N -1.007 2.758 0.917
C -1.013 -2.517 -3.195
H -0.804 1.823 2.771
H -2.447 1.238 -3.538
C -0.342 3.736 0.066
C 5.382 1.177 1.986
C 3.077 -2.202 0.776
H -4.227 -2.272 -0.155
H -2.788 -3.788 1.100
H 4.869 3.442 3.351
H -2.361 -0.919 3.512
H -0.158 4.670 0.633
C 3.209 0.264 1.319
H -2.855 2.535 1.880
C 6.001 -0.070 1.783
H -0.081 3.450 2.697
O 1.842 -2.239 0.757
H 1.684 3.037 0.289
H -2.912 3.467 0.382
H 5.212 3.835 1.650
H 0.448 3.302 -3.169
H 0.710 2.041 1.911
C -2.973 -0.709 1.474
C 3.821 -3.454 0.375
H 3.545 2.296 1.898
H 7.065 -0.168 1.945
C -2.024 -3.142 -3.936
C 0.995 3.305 -0.514
H 0.316 -2.287 3.192
C -3.157 -2.229 -0.385
H -3.997 0.357 -4.479
H -2.248 4.203 1.856
N -4.105 0.532 -2.219
H 0.699 -4.208 0.367
C -3.956 1.513 -1.314
N -5.162 -0.239 -1.915
H -3.997 -1.042 1.673
C 0.108 2.425 -2.594
H -3.147 2.218 -1.417
C -2.963 -2.145 -4.122
C -2.467 -3.492 0.090
H -6.553 -0.185 -0.358
H 3.093 -4.231 0.157
N 0.953 2.176 -1.434
H -2.012 -2.355 2.526
Ba 0.182 -0.553 -0.551
O 6.214 2.178 2.399
O -0.733 -0.768 2.249
H 2.742 2.723 -2.440
C -5.677 0.268 -0.800
H 0.129 1.555 -3.252
C -2.321 3.267 1.274
H -2.958 0.381 1.523
H 2.327 0.990 -2.504
C -2.026 -1.258 2.520
C -0.354 -4.473 0.343
H -0.648 -4.899 1.311
H -0.542 -5.216 -0.440
O -2.590 -1.045 0.158
C 0.218 -1.197 3.208
H 6.455 4.109 2.894
H -0.085 -0.873 4.212
H 4.381 -3.246 -0.539
H -5.128 2.008 0.499
H -2.048 -4.153 -4.307
O 1.982 0.499 1.061
C -0.245 2.511 2.136
N -1.328 -1.247 -2.943
H 4.505 -3.799 1.152
C 5.223 -1.120 1.374
H -2.740 -4.306 -0.595
B -3.263 0.347 -3.517
H 1.421 4.189 -1.024
O -1.073 -3.284 0.083
H -0.061 -2.912 -2.869
C -4.951 1.387 -0.363
C 4.037 1.342 1.767
C 5.644 3.456 2.580
*
```


3.
A molecular structure, C28H47BN2NbO5S. Source: the Open Molecules 2025 dataset; level of theory: wB97M-V/def2-TZVPD.

## Properties
Kohn-Sham gap = 6.419 eV
LUMO = 2.17 eV
HOMO energy = -4.25 eV
M = 627.48 g/mol

```
! wB97M-V def2-TZVPD RIJCOSX def2/J DEFGRID3
* xyz -1 1
C -5.639 4.919 3.316
C -2.853 -0.508 0.941
H -4.891 -3.097 2.387
H -1.560 -2.808 -2.331
H -4.725 2.987 2.930
H 3.362 -4.495 0.839
O -7.160 1.850 2.540
H 0.196 -2.553 -1.809
H -1.592 -4.735 -0.561
H 0.942 -1.703 0.021
S 0.270 2.550 1.011
H 7.058 -3.138 0.945
H 3.240 0.334 -2.775
C -5.058 -0.299 2.423
C 5.436 -0.035 1.324
O 4.559 2.835 -0.306
H -0.648 1.966 -5.473
C -1.990 -2.796 0.327
H 0.340 -3.350 1.262
C 4.859 -2.884 1.134
O -1.228 0.020 -4.779
H 3.426 1.591 1.865
C 2.944 0.642 1.482
B 3.158 2.984 -0.648
C -7.122 5.215 3.222
C -3.074 -3.430 1.112
H 4.848 -4.993 1.865
C -1.012 -3.770 -0.421
H -2.830 0.613 0.893
H -7.379 5.763 2.311
C -5.516 3.622 2.536
H 0.132 -5.130 1.000
H 1.080 -0.048 -3.860
C 1.064 0.863 -4.530
H -6.062 -0.556 1.976
H -0.305 0.946 -2.474
H -0.119 2.621 -1.861
O -7.762 3.932 3.179
N 2.607 4.267 -1.143
H -7.483 5.775 4.084
C -4.065 -2.614 1.811
H 4.201 -0.266 -1.390
C 3.129 -0.159 -1.755
C 1.239 2.110 -3.517
H 3.405 4.919 -1.173
H 2.686 -2.153 -1.272
H 1.918 4.581 -0.450
H 2.003 0.844 -5.151
H -5.370 3.800 1.469
H 5.686 1.059 1.395
H -3.165 -4.546 1.184
C -3.948 -1.135 1.699
H -5.014 5.724 2.930
H -4.882 0.799 2.269
H 0.253 -0.594 1.260
H 2.344 2.252 -3.421
C -0.273 0.919 -5.368
H 3.117 -1.959 -2.830
H 4.933 -4.751 0.023
C 0.252 -4.149 0.466
C 0.480 1.706 -2.176
H -0.400 -4.196 -2.511
H 5.075 3.168 -1.070
H 7.624 -0.588 1.129
C 6.564 -0.950 1.186
C 6.233 -2.401 1.085
C 4.476 -4.396 0.996
C 3.763 -1.913 1.282
H -5.132 -0.499 3.523
H 1.186 -4.076 -0.150
N 2.578 -1.527 -2.074
H -0.904 -0.898 -4.837
H -5.361 4.747 4.359
C -0.641 -3.291 -1.897
C -6.873 2.994 2.748
H 2.688 -2.245 1.294
Nb 1.785 1.088 -0.441
O -0.881 -0.656 -0.486
H 0.707 2.978 -4.001
H 0.297 2.007 2.283
C 4.006 -0.471 1.376
C 0.433 -0.703 0.140
H 2.198 0.308 2.271
C -1.843 -1.340 0.232
H -0.021 0.503 -6.396
*
```


4.
A molecular structure, C28H47BrNOP3Sn. Source: the Open Molecules 2025 dataset; level of theory: wB97M-V/def2-TZVPD.

## Properties
Kohn-Sham gap (spin up / spin down) = 5.032 / 4.758 eV
LUMO (spin up / spin down) = -14.01 / -14.00 eV
HOMO energy (spin up / spin down) = -19.05 / -18.76 eV
M = 705.23 g/mol
relative energy (zero: lowest compared OMol25 entry of this formula, charge and spin) = 34.3 kJ/mol

```
! wB97M-V def2-TZVPD RIJCOSX def2/J DEFGRID3
* xyz 4 1
C -0.263 -8.649 -3.460
O -2.705 1.260 1.759
C 3.691 -0.367 1.149
C 4.959 -0.976 0.531
Sn -0.521 1.126 1.277
H -0.442 4.544 0.485
C 0.094 1.476 -3.258
H -5.749 1.975 1.820
C 0.422 2.255 -1.990
H 2.742 2.019 5.124
H -3.016 0.868 4.736
H 0.849 -1.673 2.365
H 1.034 1.126 -3.705
H -2.096 3.444 -3.642
C 3.278 2.340 0.182
H 3.908 3.983 -1.089
P 3.926 1.403 1.619
H 4.848 -2.062 0.446
H -5.290 -0.313 0.857
H -2.793 -0.778 4.101
C 0.262 -1.860 1.464
C -0.531 -7.424 -2.833
H -2.512 1.342 -2.193
H -2.011 4.755 -0.297
H -3.935 -1.404 1.267
P -0.986 2.665 -0.882
C 3.435 1.680 4.349
H -5.801 1.570 3.573
H 0.949 3.186 -2.228
C -3.490 0.067 4.156
C -0.241 -3.198 -0.467
C -1.385 -2.438 -0.756
H 1.951 1.019 2.913
H -3.347 2.357 -1.010
H 4.332 2.305 4.394
H -3.058 4.380 -2.463
H 1.447 -3.559 0.843
C -5.162 1.894 2.743
H 3.426 -0.906 2.071
H -3.799 3.065 -3.380
H 1.113 1.660 -1.375
H 3.307 1.660 -0.679
H -1.534 -7.196 -2.477
H 0.736 5.180 -1.651
P -3.890 0.661 2.517
H 3.963 4.370 0.638
H -0.412 2.095 -4.014
C -2.878 3.376 -2.873
H 5.209 3.335 -0.079
H 2.656 -6.205 -2.987
H 3.723 0.653 4.589
C 2.765 1.765 2.977
H -2.521 -0.684 -0.234
C -0.967 4.455 -0.481
C 0.326 -5.250 -1.984
H 2.235 2.616 0.384
H -1.066 -9.369 -3.605
Br -0.128 0.229 3.863
C 1.804 -6.871 -3.118
C -1.668 -1.323 0.026
C -2.553 2.361 -1.775
H -4.696 2.858 2.974
H 5.153 -0.585 -0.474
C 0.095 -4.257 -1.320
H -2.025 -2.721 -1.596
H -0.523 0.589 -3.055
H -5.316 -1.239 2.385
H -0.834 5.360 -2.478
C 4.137 3.576 -0.099
H -4.436 -0.238 4.627
H 2.842 -0.432 0.455
H 2.326 2.763 2.824
H 2.951 -8.419 -4.092
C -0.330 5.390 -1.505
C -0.785 -1.048 1.066
H 5.845 -0.781 1.146
H -0.405 6.416 -1.131
C 0.529 -6.510 -2.657
C 0.581 -2.931 0.642
C 1.972 -8.122 -3.732
C -4.673 -0.709 1.670
N 0.955 -8.971 -3.887
*
```


5.
A molecular structure, C28H47GeN4OsSi3. Source: the Open Molecules 2025 dataset; level of theory: wB97M-V/def2-TZVPD.

## Properties
Kohn-Sham gap (spin up / spin down) = 6.203 / 6.483 eV
LUMO (spin up / spin down) = -12.91 / -13.05 eV
HOMO energy (spin up / spin down) = -19.12 / -19.53 eV
M = 786.81 g/mol

```
! wB97M-V def2-TZVPD RIJCOSX def2/J DEFGRID3
* xyz 4 2
C 5.162 2.272 -0.375
C 2.895 -3.597 -1.073
N -1.263 -1.560 -0.188
H -4.315 -0.073 -0.730
H -2.754 -0.905 1.155
H 0.008 2.854 0.516
N -1.475 1.534 -0.052
Os 0.052 0.039 -0.142
H 5.945 -2.454 -2.110
C -1.054 2.761 0.311
C -0.059 0.895 -3.138
N -0.270 -0.062 -2.218
H 5.615 3.246 -0.588
H 3.674 0.462 4.203
H 1.989 -1.216 -3.200
H -1.122 -1.479 5.500
H 1.537 3.241 -1.899
H 3.612 -3.184 2.017
C -3.253 3.639 0.162
Si 4.306 -0.815 2.296
H 5.915 -0.857 -1.383
C -0.933 -0.481 -4.878
Si 3.686 -1.988 -1.538
H 6.584 -0.123 1.536
H -1.655 -2.396 -4.206
H -0.184 1.520 -5.175
C 2.595 2.980 -1.969
C -0.788 -2.445 0.924
H -4.730 2.194 -0.416
H -1.517 4.807 0.707
C 3.290 -2.327 2.608
Ge 2.465 0.073 -0.057
H -2.966 -0.191 -1.813
C -0.648 -1.594 2.162
Si 3.318 2.508 -0.314
H 3.466 -2.576 3.664
H -0.305 0.843 5.073
H -1.482 -3.276 1.068
H 0.268 1.503 2.752
H -2.086 -2.758 -1.742
H 4.488 1.528 3.048
C -2.698 -1.178 0.101
H -1.190 -0.646 -5.916
C 5.509 -1.863 -1.292
H 1.740 3.282 1.483
C -0.856 -1.219 -2.606
H -0.372 -2.984 -1.465
H 3.340 -4.035 -0.181
C -1.185 -1.462 -3.927
H 5.476 1.598 -1.173
C -1.156 -2.230 -1.523
H 6.381 -1.895 1.430
H 2.770 1.107 2.845
N -0.181 -0.338 1.937
H -1.368 -3.036 3.568
H 5.577 1.933 0.574
H 2.621 4.605 0.730
C 6.106 -0.996 1.975
C -1.902 3.839 0.419
H 3.124 3.872 -2.318
C 3.060 -1.109 -3.049
C -0.987 -2.033 3.426
C -2.779 1.332 -0.325
H 3.420 3.601 1.922
H 3.566 -1.624 -3.877
H 0.381 1.816 -2.775
H 2.735 2.217 -2.737
H -3.291 -2.083 -0.042
H -3.959 4.455 0.253
H 2.217 -2.171 2.496
C -3.685 2.377 -0.207
H 1.819 -3.511 -0.935
C 3.749 0.734 3.142
H 3.065 -4.303 -1.893
H 0.181 -2.858 0.628
C -0.397 0.127 4.268
C -3.227 -0.040 -0.763
C 2.716 3.578 1.093
C -0.373 0.722 -4.471
C -0.853 -1.161 4.501
H 3.353 -0.062 -3.123
H 5.849 -2.326 -0.369
C -0.077 0.502 2.976
H 6.532 -1.105 2.986
*
```


Which of these has the lowest M? C28H46O14


M of number 4 (C28H47BrNOP3Sn)? 705.23 g/mol


Among the records above, which one has the lowest M? C28H46O14


Among the records above, which one has the lowest M? C28H46O14